C13H50N14O12 | ωB97M-V with the def2-TZVPD basis set

The geometry in XYZ format:
```
89
Properties=species:S:1:pos:R:3:lowdin_charge:R:1
N 3.85 2.93 -2.08 0.1654
C 2.73 2.33 -2.36 -0.6258
N 1.83 2.31 -1.43 0.1524
O 2.58 1.71 -3.57 -0.0935
H 4.62 2.82 -2.77 0.1395
H 4.20 3.22 -1.15 0.1316
H 0.96 1.80 -1.72 0.0618
H 1.78 2.90 -0.64 0.0579
N 1.49 -2.59 1.11 0.1930
C 0.71 -3.25 0.29 -0.6022
N 1.21 -4.09 -0.51 0.2019
O -0.67 -3.10 0.38 -0.1375
H 0.99 -1.82 1.55 0.0765
H 2.41 -2.26 0.73 0.0728
H 0.54 -4.66 -0.99 0.1346
H 2.18 -4.33 -0.48 0.1156
N 1.63 -0.76 -3.07 0.1119
C 2.62 -1.58 -3.40 -0.7011
N 2.25 -2.77 -3.19 0.1543
O 3.76 -1.14 -3.97 -0.0864
H 1.76 0.25 -3.23 0.0481
H 0.65 -1.07 -2.70 0.1354
H 2.88 -3.53 -3.23 0.1017
H 1.31 -3.05 -2.83 0.0856
N 4.01 -1.97 -0.13 0.1178
C 3.76 -0.73 0.11 -0.6486
N 2.80 -0.28 -0.57 0.1982
O 4.56 0.03 0.99 -0.1514
H 4.92 -2.33 0.32 0.1717
H 3.66 -2.60 -0.89 0.1225
H 2.66 0.72 -0.53 0.0708
H 2.46 -0.69 -1.49 0.0941
N -2.57 -1.84 -4.13 0.1322
C -1.76 -2.26 -3.15 -0.5575
N -2.13 -2.12 -1.91 0.2032
O -0.64 -3.01 -3.53 -0.1450
H -2.47 -2.12 -5.12 0.1440
H -3.41 -1.31 -4.00 0.0897
H -1.54 -2.59 -1.21 0.0751
H -2.83 -1.52 -1.60 0.0815
N -2.98 2.33 4.03 0.1541
C -2.32 1.97 3.01 -0.7246
N -1.27 1.35 3.36 0.1650
O -2.79 1.97 1.76 -0.0853
H -3.81 2.93 3.92 0.1358
H -2.63 2.25 5.01 0.1367
H -0.78 0.79 2.60 0.0820
H -0.67 1.56 4.18 0.1458
N -2.56 0.90 -3.07 0.1588
C -1.74 1.44 -2.26 -0.5377
N -2.33 2.26 -1.40 0.1927
O -0.36 1.20 -2.34 -0.1045
H -2.21 0.25 -3.76 0.0874
H -3.57 0.83 -3.03 0.1272
H -1.70 2.76 -0.73 0.0557
H -3.31 2.30 -1.23 0.1081
C -2.23 4.88 0.86 -0.0704
C -0.81 4.80 0.28 -0.1977
O -0.50 3.38 0.13 -0.1421
H -2.36 4.48 1.86 0.0567
H -2.93 4.34 0.29 0.0443
H -2.60 5.87 0.88 0.0583
H -0.10 5.28 0.91 0.0977
H -0.72 5.31 -0.64 0.1023
H 0.08 3.08 0.84 0.0172
C -3.39 -1.70 1.69 -0.1695
O -2.61 -2.24 2.69 -0.0861
H -3.33 -2.24 0.72 0.0890
H -3.25 -0.62 1.56 0.0779
H -4.38 -1.74 2.02 0.0633
H -2.81 -1.77 3.46 0.0702
C 2.47 2.77 1.56 -0.1071
O 1.18 2.17 1.59 -0.1296
H 3.17 2.22 0.94 0.0520
H 2.85 2.62 2.51 0.0692
H 2.48 3.84 1.22 0.1182
H 1.36 1.30 1.87 0.0696
C -0.21 -4.20 4.05 -0.1811
O -1.16 -5.04 4.63 -0.1024
H -0.48 -3.13 4.23 0.0808
H -0.21 -4.38 2.97 0.0672
H 0.79 -4.41 4.43 0.0744
H -1.55 -5.57 3.96 0.0576
C -0.49 -0.14 0.49 -0.1335
O -0.32 -0.62 1.82 -0.1485
H -1.39 -0.49 0.04 0.0520
H 0.29 -0.47 -0.11 0.0389
H -0.59 0.97 0.35 0.0811
H -0.95 -1.32 1.96 0.0410
```

Output
Molar mass (g/mol): 594.63
ΔE to the lowest compared entry with this formula, charge and spin (kcal per mole): 200.5
Structure (SMILES): NC(N)=O.NC(N)=O.NC(N)=O.NC(N)=O.NC(N)=O.NC(N)=O.NC(N)=O.CCO.CO.CO.CO.CO
Charge: 0
Multiplicity: 1
Highest occupied orbital energy (eV): -8.2